{"formula": "C47H34BrCrIN6OP2Se2", "method": "ωB97M-V/def2-TZVPD", "lumo_ev": [-3.5, -3.7], "total_charge": 1, "e_tot_ev": -316112.0047, "mol_weight_g_mol": 1177.50, "multiplicity": 4, "e_above_lowest_kcal_mol": 28.95, "homo_lumo_gap_ha": [0.2125, 0.2084], "elements": ["Cr", "Br", "C", "C", "C", "C", "O", "C", "C", "N", "C", "C", "C", "C", "C", "C", "C", "C", "N", "C", "C", "H", "H", "H", "H", "H", "H", "H", "H", "H", "H", "Se", "P", "C", "C", "C", "C", "C", "C", "C", "C", "C", "C", "C", "C", "C", "C", "N", "N", "N", "P", "Se", "C", "C", "C", "C", "C", "C", "C", "C", "C", "C", "C", "C", "H", "H", "H", "H", "H", "H", "H", "H", "H", "H", "H", "H", "H", "H", "H", "H", "H", "H", "H", "H", "I", "C", "C", "C", "C", "C", "N", "H", "H", "H", "H"], "positions_angstrom": [[2.689851, 1.219397, 0.007915], [3.441059, -5.123753, 3.457358], [3.459701, -3.609078, 2.331310], [3.587369, -3.778506, 0.946340], [3.622027, -2.692804, 0.106914], [3.505851, -1.387957, 0.613690], [3.587670, -0.372740, -0.236000], [3.377115, -1.224923, 2.014439], [3.477810, 0.076752, 2.603551], [3.341806, 1.150062, 1.914366], [3.751582, 2.423427, 2.359062], [3.719608, 2.923194, 3.629064], [4.263333, 4.202947, 3.885160], [4.838070, 4.943039, 2.890954], [4.864356, 4.450707, 1.562484], [5.450372, 5.125137, 0.467067], [5.422376, 4.555688, -0.775404], [4.757494, 3.330592, -0.953254], [4.195896, 2.676927, 0.040649], [4.280673, 3.203772, 1.302918], [3.372549, -2.351345, 2.861448], [3.662109, -4.776921, 0.537078], [3.719593, -2.819873, -0.960491], [3.766543, 0.146390, 3.652377], [3.279803, 2.352298, 4.435870], [4.228186, 4.589826, 4.893967], [5.271811, 5.910794, 3.102864], [5.922303, 6.086602, 0.623858], [5.874981, 5.039106, -1.628521], [4.667682, 2.891137, -1.938657], [3.306523, -2.207989, 3.932626], [-3.469094, 1.890091, 3.030284], [-3.088412, 0.735673, 1.329900], [-3.792354, 1.486512, -0.165483], [-3.029609, 1.796051, -1.284926], [-3.599634, 2.470229, -2.355673], [-4.935511, 2.831880, -2.321318], [-5.701773, 2.535603, -1.200400], [-5.130430, 1.884571, -0.121521], [-3.760194, -0.931638, 1.529516], [-3.048839, -1.828604, 2.321090], [-3.578298, -3.075564, 2.612633], [-4.829135, -3.429032, 2.127605], [-5.552582, -2.529184, 1.356490], [-5.022622, -1.283831, 1.060515], [-1.292089, 0.557103, 0.956876], [-0.409726, -0.111802, 0.088874], [0.807954, 0.430266, 0.340943], [0.665518, 1.362179, 1.274661], [-0.567140, 1.466451, 1.647067], [-0.534632, -1.545486, -1.029088], [1.113117, -1.759482, -2.325038], [-2.068348, -1.393415, -1.971275], [-3.270795, -1.908809, -1.504091], [-4.429245, -1.761492, -2.254574], [-4.386281, -1.110130, -3.476048], [-3.180383, -0.615654, -3.957598], [-2.024883, -0.758533, -3.212656], [-0.658372, -2.962205, 0.081699], [-0.056018, -2.899064, 1.335384], [-0.008350, -4.026420, 2.138887], [-0.550491, -5.222502, 1.690851], [-1.139469, -5.291944, 0.436322], [-1.187847, -4.167253, -0.371780], [-1.983758, 1.521728, -1.323904], [-2.995500, 2.708241, -3.222308], [-5.378780, 3.356374, -3.157243], [-6.740470, 2.834418, -1.156219], [-5.710788, 1.718702, 0.777813], [-2.083243, -1.544858, 2.723069], [-3.017571, -3.767063, 3.226136], [-5.245137, -4.400266, 2.359911], [-6.534065, -2.796803, 0.987029], [-5.588942, -0.596802, 0.446783], [-3.310598, -2.432539, -0.560509], [-5.361774, -2.165152, -1.882648], [-5.289553, -0.997988, -4.060945], [-3.143266, -0.122090, -4.919893], [-1.075649, -0.401843, -3.593628], [0.376577, -1.970110, 1.689295], [0.452304, -3.973118, 3.116070], [-0.510339, -6.102346, 2.319620], [-1.557511, -6.224643, 0.082339], [-1.623158, -4.236722, -1.360562], [0.960513, 3.945357, -0.796702], [1.549489, 2.686870, -2.344857], [1.194934, 2.957352, -3.651698], [1.689632, 2.124496, -4.647229], [2.511365, 1.065534, -4.308026], [2.788881, 0.844552, -2.971350], [2.314352, 1.643861, -2.007097], [0.565391, 3.803921, -3.881968], [1.438334, 2.315149, -5.681949], [2.915879, 0.397950, -5.054003], [3.402314, 0.021367, -2.634457]], "forces_ev_per_angstrom": [[-0.450, -0.451, 0.270], [-0.026, -0.004, 0.007], [-0.009, 0.039, -0.044], [-0.010, -0.035, 0.039], [-0.032, 0.071, 0.057], [-0.045, -0.045, -0.027], [0.166, 0.038, -0.133], [0.038, -0.030, -0.025], [0.046, -0.061, 0.012], [-0.041, 0.003, 0.017], [0.000, 0.020, 0.020], [0.021, 0.022, -0.032], [-0.004, -0.021, 0.001], [-0.011, -0.024, -0.027], [0.025, 0.041, 0.010], [-0.009, 0.000, 0.027], [-0.032, -0.057, -0.007], [0.012, 0.067, 0.004], [-0.036, 0.114, 0.017], [-0.011, -0.016, 0.021], [-0.008, -0.010, -0.034], [0.001, -0.007, 0.002], [-0.005, -0.001, -0.011], [0.016, -0.010, -0.017], [-0.009, -0.007, 0.005], [0.003, 0.008, 0.004], [0.006, 0.018, 0.005], [0.010, 0.013, 0.008], [0.000, 0.003, -0.003], [0.003, -0.002, -0.001], [0.002, -0.012, 0.008], [0.005, -0.028, 0.027], [0.025, -0.038, -0.054], [-0.008, 0.013, -0.011], [0.010, -0.049, 0.006], [0.000, -0.008, -0.043], [-0.017, -0.005, 0.025], [0.005, 0.007, -0.007], [-0.006, 0.009, 0.011], [0.015, -0.034, 0.028], [0.024, 0.031, -0.017], [0.015, -0.016, -0.018], [0.006, -0.001, -0.013], [0.001, -0.008, 0.003], [0.004, 0.048, -0.026], [-0.114, 0.194, 0.011], [0.004, -0.121, 0.060], [0.187, 0.056, -0.054], [0.189, 0.140, -0.094], [0.045, 0.077, 0.070], [-0.002, -0.015, -0.065], [-0.017, 0.008, -0.005], [-0.039, -0.015, 0.035], [-0.005, -0.032, 0.031], [0.006, 0.007, -0.009], [0.001, -0.001, 0.010], [-0.010, 0.026, -0.015], [0.033, 0.004, 0.001], [0.040, 0.038, 0.054], [-0.017, 0.007, 0.001], [-0.006, -0.024, 0.025], [-0.009, 0.008, 0.036], [-0.019, 0.018, -0.012], [0.006, -0.013, -0.041], [0.002, 0.004, -0.006], [0.008, -0.001, -0.005], [-0.008, 0.007, -0.013], [-0.009, 0.006, -0.006], [0.011, -0.008, 0.005], [-0.018, 0.001, 0.004], [0.029, -0.026, 0.005], [-0.005, -0.013, 0.001], [-0.005, -0.001, 0.003], [0.000, 0.015, -0.005], [0.011, -0.029, 0.024], [-0.001, -0.003, 0.008], [-0.007, 0.002, -0.010], [-0.001, 0.002, -0.007], [-0.006, 0.003, -0.002], [0.000, 0.000, -0.002], [0.030, -0.004, 0.022], [0.004, -0.006, 0.004], [-0.001, -0.008, -0.004], [-0.017, 0.028, -0.018], [-0.098, 0.078, -0.037], [0.018, -0.038, -0.131], [0.009, 0.004, 0.013], [0.009, 0.003, -0.016], [0.025, -0.001, 0.062], [0.022, -0.020, -0.076], [0.044, 0.050, 0.078], [0.001, 0.005, 0.002], [-0.011, 0.001, -0.011], [-0.001, 0.001, -0.013], [0.004, 0.003, 0.007]]}